1.
The following is a DFT calculation (wB97M-V/def2-TZVPD) of the molecule C16H13N5O3.

Last column: Mulliken charge in e.
Cartesian coordinates (Å):
C  -3.717  4.014  0.396  -1.059
N  -2.848  2.813  0.207  -0.011
C  -1.484  2.823  0.477  0.462
O  -0.971  3.884  0.806  -0.686
C  -0.704  1.613  0.348  0.287
C  0.640  1.609  0.639  -1.026
C  1.405  0.477  0.517  0.851
C  0.722  -0.676  0.098  0.823
N  -0.585  -0.694  -0.192  -0.532
C  -1.320  0.446  -0.080  -0.084
N  -2.697  0.425  -0.308  0.071
C  -3.354  -0.781  -0.778  -0.959
C  -3.423  1.614  -0.163  0.595
O  -4.644  1.620  -0.322  -0.692
C  1.446  -1.985  -0.036  0.331
C  0.755  -3.156  0.324  -0.682
N  1.248  -4.385  0.200  -0.642
C  2.491  -4.529  -0.233  -0.421
C  3.273  -3.429  -0.622  -0.612
C  2.773  -2.145  -0.483  0.612
N  3.606  -1.115  -0.890  -0.084
C  3.714  0.131  -0.333  0.473
O  4.540  0.875  -0.828  -0.642
C  2.876  0.573  0.831  -1.089
H  -4.069  4.016  1.403  0.334
H  -4.531  4.023  -0.295  0.368
H  -3.141  4.937  0.235  0.346
H  1.080  2.516  1.053  0.478
H  -2.781  -1.181  -1.628  0.340
H  -4.433  -0.645  -1.063  0.319
H  -3.331  -1.576  -0.008  0.301
H  -0.232  -3.093  0.783  0.450
H  2.895  -5.513  -0.278  0.396
H  4.248  -3.624  -1.063  0.356
H  4.346  -1.338  -1.532  0.247
H  3.096  -0.100  1.697  0.371
H  3.114  1.558  1.124  0.410

## Properties
**Total charge**: 0
**SMILES**: Cn1c(=O)c2cc3c(nc2n(C)c1=O)-c1cnccc1NC(=O)C3
**Orbital gap**: 8.475 eV
**Energy**: -30398.0331 eV

2.
The following is a DFT calculation (wB97M-V/def2-TZVPD) of a structure of composition C16H14BCdCl5N6.

Last column: Mulliken charge in e.
Cartesian coordinates (Å):
H  -0.034  3.008  1.129  0.428
N  0.264  1.743  -0.543  -0.203
B  0.883  0.816  -2.844  0.176
N  0.695  1.972  -1.823  0.130
C  0.842  3.294  -2.026  -0.082
Cd  -0.401  -0.302  0.304  0.956
H  1.120  3.648  -3.011  0.431
C  0.575  3.947  -0.831  -1.146
H  0.632  5.004  -0.646  0.385
C  0.229  2.936  0.085  -0.160
H  1.371  1.223  -3.862  -0.122
C  -2.076  -2.878  1.881  -0.790
H  -2.411  -3.142  2.893  0.289
H  -1.050  -3.237  1.733  0.245
H  -2.745  -3.299  1.121  0.307
N  -0.539  0.243  -3.039  0.416
N  1.736  -0.340  -2.248  0.202
N  -1.269  -0.237  -1.979  -0.573
N  1.513  -0.860  -0.996  -0.340
C  -1.236  0.155  -4.186  -0.175
C  2.763  -0.982  -2.837  -0.097
H  -0.790  0.508  -5.106  0.419
H  3.042  -0.725  -3.853  0.421
C  -2.472  -0.418  -3.888  -0.907
C  3.278  -1.909  -1.937  -1.104
C  -2.446  -0.652  -2.495  -0.230
C  2.470  -1.789  -0.783  -0.125
H  -3.250  -0.641  -4.591  0.380
H  4.109  -2.567  -2.089  0.384
H  -3.217  -1.104  -1.876  0.402
H  2.563  -2.304  0.161  0.420
H  -2.085  -1.781  1.793  -0.039
Cl  2.316  -1.337  2.647  -0.234
C  0.908  -0.618  3.339  0.419
C  -0.114  -0.136  2.534  -1.294
C  -1.144  0.579  3.114  1.334
Cl  -2.331  1.358  2.097  -0.151
C  -1.261  0.714  4.521  -0.108
Cl  -2.612  1.493  5.225  -0.185
C  -0.266  0.145  5.347  0.240
Cl  -0.442  0.177  7.047  -0.180
C  0.840  -0.510  4.756  0.039
Cl  2.042  -1.193  5.764  -0.176

## Properties
**Total charge**: 0
**Orbital gap**: 9.110 eV
**Energy**: -93614.4064 eV

3.
The following is a DFT calculation (wB97M-V/def2-TZVPD) of a structure of composition C16H14BCl5N6Pt.

Last column: Löwdin spin population.
Cartesian coordinates (Å):
H  1.682  0.845  1.940  0.001
N  -0.001  -0.200  1.182  0.024
B  -2.174  -1.549  0.915  0.018
N  -1.016  -0.933  1.754  0.007
C  -0.832  -0.947  3.085  0.000
Pt  0.265  0.095  -0.861  0.821
H  -1.531  -1.481  3.710  0.000
C  0.310  -0.209  3.384  0.000
H  0.711  0.011  4.354  0.000
C  0.814  0.241  2.169  0.001
H  -2.857  -2.263  1.586  0.000
C  1.027  0.101  -2.675  0.034
H  2.074  -0.216  -2.680  0.001
H  0.943  1.168  -2.960  0.018
H  0.389  -0.489  -3.341  0.009
N  -1.447  -2.308  -0.219  0.041
N  -2.983  -0.339  0.373  0.078
N  -0.377  -1.749  -0.896  0.128
N  -2.360  0.721  -0.227  0.064
C  -1.459  -3.633  -0.471  0.077
C  -4.285  -0.041  0.471  0.108
H  -2.210  -4.261  -0.015  0.008
H  -4.936  -0.693  1.029  0.010
C  -0.397  -3.943  -1.312  0.010
C  -4.509  1.188  -0.138  0.013
C  0.250  -2.740  -1.584  0.077
C  -3.278  1.642  -0.591  0.131
H  -0.103  -4.913  -1.672  -0.001
H  -5.454  1.686  -0.202  -0.002
H  1.107  -2.505  -2.194  0.004
H  -3.018  2.496  -1.196  0.008
H  -1.359  0.905  0.019  0.022
Cl  0.319  3.381  -0.482  0.042
C  1.887  2.649  -0.451  0.045
C  1.983  1.264  -0.493  0.140
C  3.222  0.664  -0.241  0.020
Cl  3.324  -1.053  -0.105  0.009
C  4.393  1.443  -0.066  0.004
Cl  5.890  0.689  0.274  0.004
C  4.311  2.851  -0.192  0.011
Cl  5.733  3.799  -0.168  0.003
C  3.045  3.463  -0.353  0.004
Cl  2.907  5.165  -0.463  0.006

## Properties
**Total charge**: 0
**Orbital gap (spin up / spin down)**: 3.515 / 7.098 eV
**Spin multiplicity**: 3
**Energy**: -92291.5101 eV

4.
The following is a DFT calculation (wB97M-V/def2-TZVPD) of a structure of composition C16H14BF5HgN6O.

Last column: Mulliken charge in e.
Cartesian coordinates (Å):
C  0.490  3.028  -0.006  0.022
N  0.693  1.795  -0.498  -0.567
N  0.797  1.831  -1.854  0.369
C  0.712  3.115  -2.241  0.029
C  0.507  3.880  -1.105  -1.186
B  1.002  0.460  -2.663  -0.129
N  2.173  -0.489  -2.156  0.312
N  2.325  -0.760  -0.839  -0.512
C  3.376  -1.571  -0.620  -0.212
C  3.975  -1.753  -1.874  -1.124
C  3.203  -1.061  -2.813  -0.060
Hg  0.896  0.067  0.570  1.652
N  -0.328  -0.361  -2.716  0.054
N  -0.906  -0.884  -1.588  -0.089
C  -2.056  -1.469  -1.984  -0.175
C  -2.200  -1.348  -3.391  -1.023
C  -1.072  -0.654  -3.814  -0.103
H  -2.782  -1.963  -1.340  0.444
H  -0.736  -0.328  -4.787  0.441
H  -2.995  -1.692  -4.023  0.413
H  1.283  0.790  -3.780  -0.095
H  3.272  -0.894  -3.872  0.494
H  0.834  3.272  -3.326  0.481
H  4.850  -2.314  -2.062  0.437
H  0.375  4.958  -1.032  0.409
H  3.627  -1.935  0.383  0.448
H  0.313  3.149  1.084  0.396
H  -0.049  -1.827  0.576  0.333
C  0.550  -1.908  1.493  -1.298
H  1.314  -2.611  1.239  0.428
H  1.125  -1.148  2.000  0.357
H  -0.240  -2.075  2.207  0.404
F  -3.064  -0.443  6.134  -0.147
C  -2.536  -0.121  4.947  0.579
C  -1.471  0.783  4.905  0.135
F  -0.983  1.333  6.036  -0.202
C  -0.928  1.105  3.693  0.438
F  0.109  1.961  3.584  -0.223
C  -1.527  0.606  2.501  0.280
O  -1.262  1.087  1.353  -0.415
C  -2.530  -0.393  2.585  0.380
F  -2.984  -0.920  1.432  -0.187
C  -3.067  -0.709  3.796  0.221
F  -4.086  -1.588  3.866  -0.207

## Properties
**Total charge**: +2
**Orbital gap (spin up / spin down)**: 2.541 / 2.529 eV
**Energy**: -46223.3493 eV

5.
The following is a DFT calculation (wB97M-V/def2-TZVPD) of a structure of composition C16H14BNNaO5S.

Last column: Mulliken charge in e.
Cartesian coordinates (Å):
O  1.705  -0.412  2.355  -0.519
C  0.683  -0.895  1.802  0.255
C  -0.633  -0.156  1.260  0.331
C  -0.967  1.344  1.071  0.395
C  0.091  2.481  1.450  -0.891
C  0.859  2.867  0.055  -0.563
C  1.874  1.642  -0.222  0.847
C  3.246  1.680  0.511  -0.436
C  4.253  0.496  0.252  -0.358
C  3.969  -0.689  -0.720  -0.479
C  2.580  -0.710  -1.453  -0.742
C  1.575  0.443  -1.175  0.023
C  -2.364  1.748  0.459  -0.422
C  -3.420  0.648  0.046  -0.595
C  -3.034  -0.871  0.263  0.575
O  -3.965  -1.875  -0.137  -0.563
B  -3.765  -1.996  -1.591  0.742
O  -2.505  -2.505  -2.074  -0.542
O  -4.868  -1.562  -2.419  -0.500
C  -1.661  -1.260  0.867  -0.106
C  -0.987  -2.673  1.180  0.136
O  -1.506  -3.824  1.213  -0.537
N  0.407  -2.284  1.433  0.127
S  1.538  -3.510  1.905  -0.150
H  0.807  2.048  2.227  0.412
H  -0.485  3.406  1.827  0.397
H  0.046  2.831  -0.766  0.045
H  1.380  3.885  0.115  0.386
H  3.491  2.551  1.208  0.346
H  5.244  0.552  0.815  0.346
H  4.761  -1.504  -0.879  0.364
H  2.388  -1.587  -2.175  0.344
H  0.543  0.419  -1.695  -0.043
H  -2.551  2.872  0.339  0.392
H  -4.436  0.944  -0.407  0.340
H  -1.994  -1.714  -2.380  0.279
H  -5.017  -0.622  -2.138  0.302
H  2.120  -3.995  0.715  0.140
Na  0.601  1.786  -3.139  0.921

## Properties
**Total charge**: +1
**Orbital gap**: 7.040 eV
**Energy**: -44462.8080 eV

6.
The following is a DFT calculation (wB97M-V/def2-TZVPD) of a structure of composition C16H14BrF5N2O3Se3Te2Ti.

Last column: Mulliken charge in e.
Cartesian coordinates (Å):
Ti  1.361  -1.720  -1.808  1.047
O  4.376  -0.839  1.093  -0.718
C  3.585  -0.892  2.189  0.642
C  4.229  -0.873  3.427  -0.623
C  3.505  -0.893  4.601  -0.364
C  2.116  -0.917  4.571  -0.865
C  1.473  -0.960  3.351  -0.403
C  2.187  -0.951  2.153  -0.465
C  1.381  -1.112  0.882  1.175
O  2.094  -1.547  -0.229  -0.426
N  0.760  0.143  0.483  -0.180
N  0.084  0.078  -0.700  -0.144
C  -0.809  0.971  -0.912  -0.389
C  -1.560  1.152  -2.131  0.289
Br  -1.250  -0.086  -3.541  -0.078
C  -2.413  2.157  -2.363  -0.807
C  -2.867  3.177  -1.411  0.369
C  -2.965  4.504  -1.837  -0.464
C  -3.431  5.486  -0.981  -0.504
C  -3.838  5.155  0.305  -0.439
C  -3.765  3.838  0.731  -0.572
C  -3.276  2.856  -0.116  -0.431
H  3.851  -1.027  0.307  0.339
H  5.311  -0.857  3.432  0.449
H  4.026  -0.909  5.549  0.380
H  1.540  -0.918  5.487  0.407
H  0.390  -1.021  3.307  0.436
H  0.595  -1.848  1.116  0.225
H  0.363  0.712  1.219  0.351
H  -1.005  1.704  -0.129  0.475
H  -2.816  2.239  -3.366  0.427
H  -2.662  4.762  -2.845  0.427
H  -3.485  6.513  -1.320  0.376
H  -4.224  5.919  0.967  0.385
H  -4.103  3.570  1.724  0.381
H  -3.260  1.822  0.208  0.602
Se  2.319  -0.402  -3.609  -0.388
Se  1.435  -2.065  -5.055  -0.291
Te  0.397  -3.974  -3.660  0.872
Se  -1.645  -4.337  -4.722  -0.353
F  -1.026  -4.865  -1.365  -0.337
Te  0.454  -4.075  -0.461  1.558
F  -1.051  -3.039  0.262  -0.504
F  -0.032  -5.326  0.888  -0.396
F  1.216  -5.641  -1.440  -0.439
F  2.530  -3.064  -2.123  -0.400
O  -0.093  -2.600  -2.125  -0.631

## Properties
**Total charge**: 0
**Orbital gap**: 6.732 eV
**Energy**: -343314.5441 eV